Entry from the OMol25 dataset: a single C4H8O2 molecule at a distorted geometry (wB97M-V/def2-TZVPD).

XYZ file:
```
14
Properties=species:S:1:pos:R:3:lowdin_charge:R:1
C -1.63093 0.99827 0.03910 0.205
C -0.92239 -0.15806 -0.36857 -0.659
O -1.20179 -1.31975 0.05787 -0.077
C 0.60638 0.15654 -0.62679 -0.105
C 1.39520 -0.28972 0.61807 -0.282
O 1.28021 -1.65540 0.87554 -0.070
H -1.43969 2.00941 -0.29080 0.083
H -1.33832 0.22565 -1.53627 0.275
H -2.31110 0.89243 0.87839 0.097
H 0.88295 -0.46772 -1.47070 0.115
H 0.80951 1.21341 -0.85531 0.116
H 1.09077 0.33225 1.48215 0.123
H 2.45513 -0.07813 0.42253 0.120
H 0.32407 -1.85919 0.77477 0.060
```

Output
Kohn-Sham gap (alpha / beta) in eV: 7.8 / 7.8
E_HOMO (alpha / beta) in eV: -9.3 / -9.3
Energy relative to the best compared isomer or geometry (same formula, charge and spin) in kJ/mol: 461.8
Total energy in Ha: -307.53654
Multiplicity: 1
LUMO level (alpha / beta) in eV: -1.53 / -1.54

=====

Entry from the OMol25 dataset: a single C4H8O2 molecule (wB97M-V/def2-TZVPD).

XYZ file:
```
14
Properties=species:S:1:pos:R:3:lowdin_charge:R:1
O 1.56269 0.86131 0.49869 -0.071
C 1.32702 -0.20019 -0.41609 -0.270
C 0.13977 -1.03347 0.07240 -0.179
C -0.97808 -0.17562 0.65989 -0.174
C -1.53981 0.86328 -0.27347 -0.256
O -1.23470 0.99819 -1.43654 0.045
H 1.92067 1.60461 0.00226 0.092
H 2.21870 -0.83995 -0.49766 0.114
H 1.09635 0.19653 -1.40943 0.108
H 0.46707 -1.74152 0.84325 0.112
H -0.23745 -1.62280 -0.77291 0.119
H -1.81928 -0.80070 0.99649 0.122
H -0.62078 0.35770 1.54955 0.117
H -2.30217 1.53263 0.18358 0.121
```

Output
Kohn-Sham gap in eV: 10.6
E_HOMO in eV: -9.7
Energy relative to the best compared isomer or geometry (same formula, charge and spin) in kJ/mol: 113.6
Total energy in Ha: -307.66918
Multiplicity: 1
LUMO level in eV: 0.92

=====

Entry from the OMol25 dataset: a single C4H8O2 molecule at a distorted geometry (wB97M-V/def2-TZVPD).

XYZ file:
```
14
Properties=species:S:1:pos:R:3:lowdin_charge:R:1
C 1.61567 -0.35893 -1.03246 -0.085
O 0.26859 0.03216 -1.06971 -0.175
C -0.57400 -0.55781 -0.13452 -0.288
C -0.46350 -0.30270 1.35388 -0.024
C -1.45833 0.49577 0.50459 -0.205
O -0.93349 1.85992 0.23741 -0.083
H 1.72188 -1.42671 -1.26195 0.091
H 2.06987 -0.15279 -0.05487 0.091
H 2.12731 0.22747 -1.79940 0.093
H -0.88123 -1.57655 -0.41742 0.154
H 0.29725 0.38293 1.71271 0.107
H -0.64293 -1.15340 2.02201 0.107
H -2.37162 1.04474 0.36038 0.140
H -0.65176 1.78989 -0.68385 0.076
```

Output
Kohn-Sham gap in eV: 10.5
E_HOMO in eV: -9.5
Energy relative to the best compared isomer or geometry (same formula, charge and spin) in kJ/mol: 384.9
Total energy in Ha: -307.56584
Multiplicity: 1
LUMO level in eV: 0.99

=====

Entry from the OMol25 dataset: a molecular structure, C4H8O2 (wB97M-V/def2-TZVPD).

XYZ file:
```
14
Properties=species:S:1:pos:R:3:lowdin_charge:R:1
C -0.09835 0.16365 1.91973 -0.108
O 0.87543 -0.14674 0.95353 -0.148
C 0.46246 -0.55772 -0.33042 -0.276
C -0.96998 -0.26780 -0.81050 -0.143
O -0.53566 0.84695 -1.59514 -0.105
C 0.84003 0.47798 -1.40018 -0.119
H -0.77118 0.97149 1.59812 0.089
H -0.70209 -0.71195 2.20213 0.094
H 0.45727 0.50000 2.79944 0.092
H 0.80668 -1.58644 -0.49240 0.146
H -1.72610 0.00566 -0.06805 0.109
H -1.36967 -1.07283 -1.44192 0.123
H 1.44851 1.30240 -1.01402 0.126
H 1.28265 0.07536 -2.32032 0.120
```

Output
Kohn-Sham gap in eV: 10.8
E_HOMO in eV: -9.8
Energy relative to the best compared isomer or geometry (same formula, charge and spin) in kJ/mol: 258.0
Total energy in Ha: -307.61417
Multiplicity: 1
LUMO level in eV: 1.01

=====

Entry from the OMol25 dataset: 2 unconnected molecules or ions with the total composition C4H8O2 (wB97M-V/def2-TZVPD).

XYZ file:
```
14
Properties=species:S:1:pos:R:3:lowdin_charge:R:1
C -1.25608 0.03779 1.66106 -0.091
O 0.11908 0.07737 1.33387 -0.111
C 0.50200 -0.09939 0.03559 -0.359
C 1.78360 0.14443 -0.25571 0.085
C -0.45333 -0.87716 -0.82500 -0.226
O -0.57581 -0.87963 -2.02582 0.030
H -1.38559 0.69400 2.52439 0.095
H -1.89491 0.40345 0.84582 0.099
H -1.55991 -0.97986 1.93234 0.091
H 0.29754 1.54355 -2.08733 0.072
H 2.18983 0.18932 -1.25616 0.056
H 2.46326 0.32395 0.56907 0.078
H 0.67280 1.01619 -2.45501 0.054
H -1.02954 -1.59330 -0.20546 0.127
```

Output
Kohn-Sham gap in eV: 9.5
E_HOMO in eV: -9.2
Energy relative to the best compared isomer or geometry (same formula, charge and spin) in kJ/mol: 350.7
Total energy in Ha: -307.57887
Multiplicity: 1
LUMO level in eV: 0.28

=====

Entry from the OMol25 dataset: 2 unconnected molecules or ions with the total composition C4H8O2 (wB97M-V/def2-TZVPD).

XYZ file:
```
14
Properties=species:S:1:pos:R:3:lowdin_charge:R:1
C 1.16943 0.62773 -0.73879 -0.052
C 0.29991 -0.52955 -0.32592 -0.344
C -0.97765 -0.69535 -0.68274 0.061
O -2.07451 1.23435 1.15305 -0.061
C 0.91412 -1.57746 0.52916 -0.246
O 2.06161 -1.55350 0.91468 0.052
H 1.93618 0.81660 0.01920 0.079
H 0.57699 1.53536 -0.90193 0.080
H 1.69758 0.39833 -1.67102 0.089
H -1.19874 0.82869 1.20402 0.013
H -1.51145 0.02036 -1.30113 0.082
H -1.55342 -1.55466 -0.34290 0.079
H -1.90110 2.18238 1.08935 0.044
H 0.23053 -2.40914 0.80667 0.123
```

Output
Kohn-Sham gap in eV: 10.4
E_HOMO in eV: -10.1
Energy relative to the best compared isomer or geometry (same formula, charge and spin) in kJ/mol: 145.5
Total energy in Ha: -307.65700
Multiplicity: 1
LUMO level in eV: 0.28

=====

Entry from the OMol25 dataset: a single C4H8O2 molecule at a distorted geometry (wB97M-V/def2-TZVPD).

XYZ file:
```
14
Properties=species:S:1:pos:R:3:lowdin_charge:R:1
C -1.18632 -0.82754 0.34394 0.001
C 0.12338 -0.19874 -0.05364 -0.542
C 0.03253 1.29582 -0.24481 -0.201
C 1.20427 -0.87384 -0.75070 -0.067
H -0.96338 -1.82271 0.70024 0.086
H -1.69244 -0.25921 1.14597 0.093
H -1.83531 -0.84702 -0.52619 0.089
H 1.04625 1.71587 -0.51646 0.141
H -0.72664 1.45236 -1.07507 0.149
H 0.07753 1.44582 1.67948 0.106
H 1.94677 -0.36045 -1.40656 0.125
H 1.17000 -1.96092 -0.93376 0.119
O -0.48405 1.80545 0.96813 -0.067
O 1.28741 -0.56490 0.66942 -0.032
```

Output
Kohn-Sham gap in eV: 11.1
E_HOMO in eV: -10.1
Energy relative to the best compared isomer or geometry (same formula, charge and spin) in kJ/mol: 206.6
Total energy in Ha: -307.63373
Multiplicity: 1
LUMO level in eV: 0.94

=====

Entry from the OMol25 dataset: 2 unconnected molecules or ions with the total composition C4H8O2 (wB97M-V/def2-TZVPD).

XYZ file:
```
14
Properties=species:S:1:pos:R:3:lowdin_charge:R:1
C 2.33023 -0.13905 -0.56386 -0.099
C -0.12756 -0.27638 -0.39787 -0.269
C 1.04600 0.66089 -0.30339 -0.216
O -0.55698 -0.89604 0.54962 0.021
C -3.01449 -0.11920 1.08988 -0.180
O -3.74509 -0.18281 0.13334 -0.014
H 3.19807 0.52433 -0.61220 0.073
H 2.48899 -0.86517 0.24009 0.081
H 2.26643 -0.68592 -1.51216 0.077
H -0.56579 -0.41678 -1.40875 0.135
H 1.06198 1.09199 0.70221 0.115
H -2.43389 0.79739 1.32395 0.081
H 0.93521 1.46581 -1.03887 0.110
H -2.88309 -0.95907 1.79801 0.084
```

Output
Kohn-Sham gap in eV: 10.5
E_HOMO in eV: -9.8
Energy relative to the best compared isomer or geometry (same formula, charge and spin) in kJ/mol: 185.8
Total energy in Ha: -307.64168
Multiplicity: 1
LUMO level in eV: 0.71

=====

Entry from the OMol25 dataset: 2 unconnected molecules or ions with the total composition C4H8O2 at a distorted geometry (wB97M-V/def2-TZVPD).

XYZ file:
```
14
Properties=species:S:1:pos:R:3:lowdin_charge:R:1
C 0.73082 1.74446 -0.34657 0.067
C -0.10017 0.72193 -0.60131 -0.457
O -0.00523 0.00264 -1.74721 0.040
C -1.01333 0.22538 0.43137 -0.144
C -1.83249 -0.82024 0.33801 0.034
H 1.19277 2.30806 -1.14586 0.068
H 0.65303 2.16067 0.64338 0.055
H -0.21597 -0.90604 -1.49136 0.085
H -1.10062 0.79468 1.34797 0.105
H -1.70952 -1.57713 -0.43691 0.063
H -2.61586 -1.04218 1.04504 0.058
H 1.54116 -0.78186 1.12972 0.032
H 2.71716 -1.40380 0.38477 0.043
O 1.75826 -1.42657 0.44896 -0.048
```

Output
Kohn-Sham gap in eV: 9.4
E_HOMO in eV: -8.6
Energy relative to the best compared isomer or geometry (same formula, charge and spin) in kJ/mol: 215.9
Total energy in Ha: -307.63018
Multiplicity: 1
LUMO level in eV: 0.74

=====

Entry from the OMol25 dataset: a single C4H8O2 molecule (wB97M-V/def2-TZVPD).

XYZ file:
```
14
Properties=species:S:1:pos:R:3:lowdin_charge:R:1
C 1.28094 1.03958 -0.09494 -0.081
C 0.31870 -1.64869 -0.03885 -0.063
O 0.30549 -1.85396 1.24803 0.013
C -0.99798 -1.02851 -0.49521 -0.265
O -0.82799 0.22578 -1.08778 -0.145
C -0.23052 1.16420 -0.21044 -0.268
H 1.72098 1.10079 -1.09237 0.087
H 1.63336 0.10454 0.34802 0.044
H 1.65448 1.86352 0.51938 0.082
H -0.52514 -1.55537 1.69026 0.111
H -1.74622 -0.97374 0.33425 0.119
H -1.39880 -1.69498 -1.26513 0.127
H -0.72297 1.11299 0.77407 0.119
H -0.46431 2.14384 -0.62930 0.119
```

Output
Kohn-Sham gap in eV: 9.5
E_HOMO in eV: -8.7
Energy relative to the best compared isomer or geometry (same formula, charge and spin) in kJ/mol: 394.6
Total energy in Ha: -307.56214
Multiplicity: 1
LUMO level in eV: 0.75